Computed, not measured: a 2-piece molecular cluster, C5H11NO overall, with the ωB97M-V functional and the def2-TZVPD basis.

Computed properties:
LUMO level (alpha / beta)	0.1887 / 0.2679	eV
E	-327.0080	a.u.
energy relative to the best compared isomer or geometry (same formula, charge and spin)	3.356	eV
gap between HOMO and LUMO (alpha / beta)	7.30 / 7.44	eV
highest occupied orbital energy (alpha / beta)	-7.11 / -7.17	eV

Positions of all 18 atoms, in Å:
1 C -1.128 1.755 0.974
2 H 0.973 -1.452 1.658
3 C 0.082 1.457 0.131
4 H -1.837 0.924 0.948
5 C 0.421 -0.544 1.459
6 H -1.566 -2.206 -1.632
7 H 0.178 -2.220 -2.025
8 H -0.844 1.930 2.016
9 H -1.590 2.655 0.569
10 H 1.917 0.550 -1.307
11 C -0.618 -1.681 -1.505
12 N 0.837 0.217 0.430
13 H 2.330 -1.006 -0.304
14 C 1.786 -0.083 -0.447
15 H -0.402 -1.615 -0.433
16 H -0.693 -0.676 -1.929
17 H -0.291 -0.162 2.167
18 O 0.443 2.159 -0.770

Mulliken population analysis, charges in e, atoms 1 to 5: C -1.381; H 0.299; C 0.822; H 0.367; C -0.736

***

Computed, not measured: C29H39CdIOS5Si2Te2 as an isolated structure, with the ωB97M-V functional and the def2-TZVPD basis.

Computed properties:
LUMO level	3.8232	eV
E	-4775.2096	a.u.
energy relative to the best compared isomer or geometry (same formula, charge and spin)	0.536	eV
gap between HOMO and LUMO	5.49	eV
highest occupied orbital energy	-1.67	eV
charge	-2

Positions of all 80 atoms, in Å:
1 S -4.492 -2.819 1.378
2 H 3.110 -6.701 0.173
3 H 2.521 -4.267 -6.342
4 H -3.542 -0.228 -7.180
5 C 2.529 -4.324 2.257
6 H 0.802 -4.625 -2.455
7 H -0.346 -3.330 1.087
8 C 1.730 1.516 2.797
9 C 1.418 4.087 3.746
10 H 4.605 -3.330 -4.113
11 C -2.465 0.027 -5.344
12 C -1.398 2.559 1.053
13 C 0.467 3.555 2.852
14 O 2.458 1.807 -3.836
15 S -1.886 -1.746 2.260
16 C 3.149 1.367 -2.762
17 C 1.963 -1.460 -4.760
18 H 1.994 -3.741 2.999
19 H -2.050 4.151 -3.660
20 H 3.990 -2.979 -2.508
21 C 2.496 3.353 4.145
22 C -1.191 0.491 -3.221
23 H -0.624 -4.320 -0.328
24 Te 1.227 -2.441 -0.925
25 H 0.905 -7.151 2.579
26 C 0.796 -3.577 -2.740
27 H -2.908 3.164 -2.478
28 C -3.420 2.615 -5.373
29 H 3.229 3.759 4.830
30 H 1.738 -6.701 -0.915
31 Si 2.083 -3.236 -4.090
32 I 2.125 -0.518 2.248
33 C -2.093 0.900 -4.331
34 S 2.149 0.753 -1.555
35 H 0.806 -4.301 -5.998
36 H 3.483 1.449 4.001
37 C -3.284 0.451 -6.378
38 S 4.799 1.441 -2.713
39 H -3.798 3.630 -5.374
40 H -0.430 -0.221 -3.537
41 H 3.564 3.358 -4.623
42 H 3.176 -3.636 1.718
43 H 2.848 -5.341 -0.906
44 H -2.107 -0.995 -5.330
45 H 3.159 -5.036 2.783
46 C 1.789 -4.439 -5.560
47 Si 1.308 -5.173 1.063
48 H -0.210 -3.327 -3.070
49 H 1.152 -1.337 -5.472
50 C 3.828 -3.581 -3.398
51 H 4.018 1.736 -5.183
52 H 1.868 -5.478 -5.260
53 H -0.408 -5.992 2.691
54 C 0.274 -6.480 2.004
55 C -3.107 -1.951 1.073
56 C -3.765 1.749 -6.395
57 Cd -0.562 -0.268 0.426
58 S -2.851 -1.233 -0.470
59 H -0.323 -7.082 1.326
60 H -4.402 2.087 -7.204
61 H -2.391 4.461 1.263
62 C -0.634 4.340 2.459
63 C 3.173 2.376 -4.905
64 H 1.257 5.090 4.120
65 C -0.350 1.724 1.398
66 C -2.581 2.209 -4.347
67 H -2.154 2.217 0.351
68 C -1.550 3.852 1.573
69 C -2.157 3.139 -3.268
70 H 1.796 -0.768 -3.940
71 H -0.736 5.334 2.880
72 H -1.780 0.026 -2.427
73 H 2.468 2.473 -5.732
74 Te -0.285 2.304 -2.458
75 H 3.953 -4.625 -3.123
76 H 2.884 -1.158 -5.250
77 C 0.605 2.228 2.323
78 C 0.154 -3.891 0.297
79 C 2.349 -6.071 -0.276
80 C 2.646 2.045 3.669

Mulliken population analysis, charges in e, atoms 1 to 5: S -0.441; H 0.412; H 0.308; H 0.384; C -0.962

***

Computed, not measured: C48H42GeIrN3O6P as an isolated structure, with the ωB97M-V functional and the def2-TZVPD basis.

Computed properties:
LUMO level (alpha / beta)	0.3099 / -3.1434	eV
E	-4992.4174	a.u.
energy relative to the best compared isomer or geometry (same formula, charge and spin)	0.763	eV
gap between HOMO and LUMO (alpha / beta)	6.64 / 4.92	eV
highest occupied orbital energy (alpha / beta)	-6.33 / -8.06	eV
expectation value of S²	8.785
multiplicity	6

Positions of all 102 atoms, in Å:
1 C -3.568 -3.648 0.194
2 C -0.913 2.298 2.251
3 C 0.180 3.141 -1.529
4 C -3.692 0.024 1.896
5 H 7.067 0.488 -0.062
6 H 0.188 -4.408 1.772
7 C 0.964 0.650 -4.344
8 H 3.450 2.844 -2.455
9 C -1.195 -4.682 -1.341
10 H 1.996 -3.065 -4.655
11 C 3.719 0.958 0.128
12 H -3.508 -2.196 5.055
13 H -3.101 4.866 -0.396
14 C -1.220 -2.417 -2.260
15 H 1.932 0.256 5.768
16 C -4.794 -1.254 3.613
17 H 2.955 1.274 0.832
18 C -2.456 -0.305 2.447
19 H -5.703 -1.634 4.062
20 H 6.433 -0.157 -2.366
21 C 0.144 -4.792 0.754
22 N -3.679 0.398 -2.359
23 C 2.950 -1.162 2.861
24 O -2.762 0.908 -3.074
25 C 5.672 0.153 -1.660
26 N -1.282 -3.790 -2.391
27 H 1.458 -4.943 -0.976
28 H 0.909 5.051 1.678
29 P 1.543 0.740 -1.574
30 C 1.238 -1.331 -5.679
31 H -0.981 6.043 2.944
32 C 2.499 3.309 -2.220
33 C 3.349 0.592 -1.167
34 C 2.969 -0.783 4.200
35 C 1.205 5.322 -1.954
36 H -3.456 -2.561 0.121
37 O -0.484 -2.052 1.132
38 H 2.131 -1.926 -2.464
39 C -2.388 -1.099 3.590
40 H 3.778 -1.723 2.442
41 H -4.453 -3.845 0.800
42 C -4.861 -0.456 2.477
43 H -1.426 -1.364 4.016
44 H 0.012 0.864 4.344
45 H 0.966 2.622 1.240
46 H 4.087 -0.081 -3.077
47 H 3.229 5.304 -2.615
48 C 0.868 -0.002 -5.568
49 C -2.083 2.991 -0.741
50 H -2.947 2.411 -0.426
51 C -0.761 -2.584 0.045
52 H -2.488 -5.387 0.898
53 C 4.340 0.189 -2.060
54 H 0.685 1.694 -4.256
55 C 6.028 0.520 -0.370
56 C 5.047 0.929 0.524
57 C 0.086 4.559 -1.540
58 C 1.704 -2.025 -4.564
59 H 0.502 0.534 -6.436
60 C 1.487 -4.577 0.054
61 H -3.763 -4.040 -0.808
62 H -0.096 -5.855 0.790
63 C -2.180 4.399 -0.726
64 C 1.778 -1.388 -3.339
65 C 1.429 2.537 -1.844
66 H -3.746 0.623 0.991
67 C -0.959 4.977 2.751
68 H -2.817 4.597 3.767
69 C -1.025 -4.081 0.046
70 H -1.197 6.251 -1.134
71 C -1.125 5.168 -1.130
72 H 1.757 -3.516 0.042
73 Ge -0.807 0.205 1.449
74 H 1.859 -1.109 1.012
75 C 0.796 -0.109 2.587
76 H 2.282 -5.114 0.574
77 C 1.913 -0.053 4.729
78 H -2.769 2.161 3.340
79 H -1.508 -4.151 -3.305
80 C -1.989 4.170 3.215
81 H 3.808 -1.055 4.829
82 H 1.154 -1.839 -6.634
83 N -0.827 -1.871 -1.076
84 O -4.840 0.352 -2.710
85 C 2.378 4.713 -2.300
86 C 1.420 -0.039 -3.224
87 C 0.146 3.060 1.800
88 C -0.942 2.350 -1.155
89 O -3.300 -0.084 -1.223
90 O -1.480 -1.670 -3.192
91 O -1.281 -5.873 -1.526
92 H -2.187 -3.915 1.833
93 C 1.871 -0.818 2.059
94 C -2.341 -4.309 0.827
95 Ir -1.004 0.293 -1.572
96 H -5.821 -0.212 2.036
97 C -3.560 -1.574 4.168
98 C -1.969 2.795 2.980
99 H 1.118 6.404 -1.984
100 C 0.106 4.425 2.045
101 C 0.831 0.288 3.924
102 H 5.317 1.225 1.531

Mulliken population analysis, charges in e, atoms 1 to 5: C -0.902; C -0.081; C -1.056; C 0.039; H 0.387

***

Computed, not measured: one molecule with the formula C2H2F2S2, with the ωB97M-V functional and the def2-TZVPD basis.

Computed properties:
LUMO level	-1.1963	eV
E	-1073.4585	a.u.
energy relative to the best compared isomer or geometry (same formula, charge and spin)	0.957	eV
gap between HOMO and LUMO	8.10	eV
highest occupied orbital energy	-9.29	eV

Positions of all 8 atoms, in Å:
1 H -0.062 -1.601 -2.086
2 F 1.636 0.758 0.767
3 C -0.242 0.039 -0.436
4 S -1.791 0.171 -1.022
5 H -0.466 1.553 1.165
6 C 0.216 0.617 0.899
7 S 0.678 -1.266 -1.167
8 F 0.032 -0.272 1.880

Mulliken population analysis, charges in e, atoms 1 to 5: H 0.138; F -0.255; C 0.171; S -0.203; H 0.234